Record 1
43
Properties=species:S:1:pos:R:3 method="wB97M-V/def2-TZVPD" homo_lumo_gap_ev="8.49 / 8.39" relative_energy_kj_mol=0.0 charge=+3 e_lumo_ev="-11.773 / -12.055" max_force_ev_per_a=2.33 s_squared=3.845 energy_ha=-2823.95211 spin_multiplicity=4
Cr 7.760 7.716 7.900
C 10.826 6.608 9.473
C 9.829 7.676 9.154
C 9.845 8.468 7.972
C 9.053 9.666 7.859
C 9.467 10.745 6.873
C 8.026 9.840 8.798
C 7.829 8.973 9.920
C 6.770 9.178 10.983
C 8.720 7.847 9.989
H 11.013 6.013 8.556
H 10.490 5.905 10.244
H 11.722 7.054 9.881
H 10.497 8.193 7.120
H 9.619 10.382 5.870
H 10.430 11.216 7.182
H 8.600 11.410 6.779
H 7.323 10.671 8.695
H 7.267 8.969 11.943
H 5.924 8.494 10.782
H 6.414 10.186 10.972
H 8.493 7.045 10.669
C 5.951 8.571 5.109
C 4.943 8.688 6.215
S 5.355 7.705 7.731
C 4.833 5.967 7.409
C 5.845 4.929 7.877
S 7.662 5.424 7.730
C 8.039 5.133 5.930
C 7.516 6.140 4.938
S 7.653 7.962 5.597
H 5.538 7.933 4.312
H 6.234 9.518 4.666
H 4.861 9.676 6.695
H 3.922 8.363 5.983
H 3.924 5.892 7.990
H 4.588 5.745 6.359
H 5.779 4.750 8.940
H 5.736 3.994 7.320
H 9.114 5.024 5.931
H 7.576 4.164 5.790
H 8.074 6.151 4.035
H 6.449 5.927 4.814

Record 2
230
Properties=species:S:1:pos:R:3 method="wB97M-V/def2-TZVPD" homo_lumo_gap_ev=7.37 charge=+4 e_lumo_ev=-6.862 max_force_ev_per_a=3.25 energy_ha=-3929.47826
C 1.849 0.981 0.967
O 1.742 1.599 -0.299
H 1.199 1.459 1.700
H 1.510 -0.054 0.990
H 2.848 0.988 1.403
C -1.970 2.417 2.770
C -2.007 3.358 1.563
C -3.487 3.787 1.256
C -4.502 2.814 0.480
P -6.069 3.468 0.094
C -6.949 2.152 -0.774
C -6.478 1.980 -2.231
C -7.198 0.802 -3.009
C -6.663 -0.584 -2.997
C -6.969 3.647 1.711
C -6.918 2.493 2.849
C -7.919 1.352 2.669
C -9.359 1.734 2.924
C -6.000 5.016 -0.862
C -4.717 5.177 -1.779
C -4.766 6.308 -2.777
C -4.794 7.710 -2.287
H -0.981 2.403 3.229
H -2.275 1.425 2.434
H -2.616 2.761 3.577
H -1.559 2.913 0.675
H -1.397 4.185 1.926
H -3.423 4.761 0.772
H -3.899 4.126 2.207
H -4.677 1.945 1.115
H -4.070 2.519 -0.476
H -8.002 2.423 -0.693
H -6.715 1.191 -0.316
H -5.392 1.881 -2.232
H -6.698 2.935 -2.708
H -7.036 1.121 -4.039
H -8.286 0.830 -2.939
H -6.776 -1.075 -2.030
H -5.600 -0.441 -3.191
H -7.097 -1.110 -3.847
H -8.001 3.870 1.439
H -6.716 4.647 2.064
H -6.970 2.932 3.845
H -5.917 2.064 2.836
H -7.565 0.682 3.453
H -7.721 0.826 1.735
H -9.529 2.301 3.839
H -10.059 0.905 3.026
H -9.856 2.300 2.136
H -6.061 5.843 -0.155
H -6.943 5.105 -1.402
H -4.592 4.290 -2.400
H -3.837 5.270 -1.143
H -5.601 5.987 -3.400
H -3.890 6.209 -3.418
H -5.429 7.772 -1.403
H -5.298 8.389 -2.974
H -3.804 8.128 -2.102
C 2.684 -2.386 2.122
C 2.834 -3.791 2.756
C 1.648 -4.667 2.520
C 1.948 -6.118 2.965
P 0.551 -7.335 3.020
C -0.585 -6.936 1.625
C -1.577 -5.745 1.859
C -2.797 -5.775 0.963
C -2.482 -5.783 -0.576
C -0.387 -7.092 4.586
C 0.181 -7.637 5.919
C -0.046 -9.178 6.176
C 0.410 -9.722 7.580
C 1.332 -9.034 2.849
C 2.750 -9.232 3.551
C 3.183 -10.711 3.548
C 2.517 -11.732 4.554
H 1.685 -1.991 2.308
H 2.768 -2.364 1.035
H 3.473 -1.760 2.537
H 2.846 -3.559 3.821
H 3.761 -4.303 2.497
H 1.516 -4.748 1.441
H 0.836 -4.254 3.118
H 2.421 -6.262 3.937
H 2.713 -6.513 2.297
H -1.282 -7.705 1.291
H -0.035 -6.764 0.700
H -0.969 -4.841 1.818
H -2.036 -5.925 2.831
H -3.428 -4.917 1.196
H -3.364 -6.672 1.215
H -2.045 -6.732 -0.887
H -1.914 -4.905 -0.883
H -3.451 -5.779 -1.075
H -1.429 -7.371 4.426
H -0.418 -6.003 4.573
H -0.306 -7.122 6.747
H 1.265 -7.606 6.027
H 0.384 -9.871 5.453
H -1.110 -9.364 6.031
H 1.451 -10.043 7.615
H -0.090 -10.624 7.933
H 0.450 -8.981 8.378
H 1.478 -9.104 1.771
H 0.632 -9.813 3.154
H 2.719 -8.760 4.533
H 3.525 -8.643 3.060
H 4.251 -10.643 3.753
H 3.014 -11.169 2.573
H 2.825 -12.750 4.312
H 1.437 -11.596 4.607
H 2.874 -11.700 5.583
C 1.092 -4.396 -1.433
C 1.665 -3.037 -1.883
C 0.533 -2.138 -2.298
C 1.014 -0.745 -2.726
P -0.274 0.516 -2.927
C 0.549 2.207 -3.325
C 1.858 2.178 -4.058
C 2.452 3.535 -4.202
C 3.457 3.610 -5.413
C -1.218 0.008 -4.417
C -0.613 0.464 -5.817
C -1.421 -0.193 -6.940
C -1.013 0.187 -8.433
C -1.433 0.551 -1.456
C -2.662 -0.340 -1.738
C -3.397 -0.788 -0.456
C -2.595 -1.831 0.311
H 1.719 -5.282 -1.339
H 0.399 -4.876 -2.123
H 0.564 -4.406 -0.479
H 2.327 -3.146 -2.742
H 2.283 -2.535 -1.139
H -0.148 -1.851 -1.497
H -0.047 -2.553 -3.121
H 1.614 -0.781 -3.636
H 1.621 -0.434 -1.876
H 0.693 2.633 -2.332
H -0.241 2.884 -3.650
H 1.639 1.939 -5.099
H 2.531 1.450 -3.605
H 2.920 3.778 -3.248
H 1.724 4.333 -4.354
H 4.064 4.486 -5.184
H 2.907 3.650 -6.353
H 4.215 2.829 -5.350
H -2.207 0.460 -4.342
H -1.349 -1.073 -4.367
H 0.447 0.241 -5.943
H -0.709 1.548 -5.869
H -2.448 0.144 -6.796
H -1.323 -1.276 -6.863
H -0.781 1.237 -8.607
H -1.817 0.015 -9.149
H -0.191 -0.455 -8.750
H -1.660 1.613 -1.375
H -0.755 0.185 -0.684
H -2.495 -1.196 -2.392
H -3.419 0.255 -2.247
H -4.424 -1.132 -0.575
H -3.413 0.016 0.280
H -1.660 -1.453 0.725
H -2.423 -2.759 -0.234
H -3.141 -2.163 1.195
C 2.237 4.342 4.497
C 3.407 4.623 3.551
C 2.894 4.850 2.045
C 1.626 5.815 1.929
N 1.296 6.091 0.407
C 0.064 7.005 0.357
C -0.941 6.338 -0.539
C -0.148 5.510 -1.521
C 0.941 4.910 -0.605
C 2.492 6.869 -0.242
H 1.632 3.522 4.109
H 1.674 5.246 4.729
H 2.567 3.969 5.467
H 4.246 3.935 3.651
H 3.888 5.587 3.718
H 2.633 3.881 1.619
H 3.785 5.148 1.492
H 1.718 6.817 2.348
H 0.671 5.388 2.234
H 0.348 7.964 -0.078
H -0.371 7.136 1.347
H -1.553 7.085 -1.043
H -1.699 5.713 -0.068
H 0.237 6.222 -2.251
H -0.678 4.725 -2.060
H 1.845 4.474 -1.029
H 0.498 4.132 0.018
H 2.751 7.746 0.350
H 2.285 7.028 -1.300
H 3.367 6.229 -0.119
C 5.126 -1.821 -3.992
C 4.930 -1.254 -2.543
C 5.631 0.049 -2.282
C 5.576 0.470 -0.831
N 5.843 1.971 -0.524
C 4.764 2.889 -1.142
C 5.482 3.939 -2.089
C 6.818 3.327 -2.349
C 7.190 2.476 -1.095
C 5.827 2.206 1.017
C 6.746 1.345 1.840
C 7.253 1.889 3.173
H 4.417 -2.648 -4.018
H 6.183 -2.084 -4.022
H 4.776 -1.152 -4.779
H 5.321 -1.914 -1.768
H 3.868 -1.113 -2.343
H 5.123 0.778 -2.914
H 6.673 -0.088 -2.570
H 6.241 -0.183 -0.266
H 4.523 0.323 -0.589
H 4.224 3.440 -0.371
H 4.189 2.176 -1.733
H 5.695 4.940 -1.713
H 5.065 4.052 -3.090
H 7.549 4.120 -2.513
H 6.946 2.737 -3.256
H 7.733 3.149 -0.431
H 7.735 1.585 -1.406
H 4.771 2.131 1.277
H 6.170 3.233 1.147
H 7.673 1.206 1.283
H 6.280 0.389 2.080
H 7.708 2.867 3.014
H 7.988 1.201 3.591
H 6.536 2.073 3.973

Record 3
70
Properties=species:S:1:pos:R:3 method="wB97M-V/def2-TZVPD" homo_lumo_gap_ev=7.25 relative_energy_kj_mol=0.0 e_lumo_ev=-0.268 max_force_ev_per_a=1.16 energy_ha=-1798.35725
C 1.089 5.035 3.426
H 0.394 4.723 4.212
O 0.590 4.740 2.145
C 0.355 3.439 1.828
C 0.571 2.359 2.665
C 0.335 1.064 2.225
C -0.139 0.828 0.948
C -0.394 1.913 0.110
C -0.142 3.208 0.524
O -0.314 4.312 -0.246
C -0.721 4.135 -1.584
H -0.031 3.486 -2.133
H -1.733 3.722 -1.645
H -0.713 5.130 -2.025
H -0.762 1.735 -0.886
C -0.225 -0.582 0.438
H -0.251 -1.273 1.288
C -1.417 -0.913 -0.502
N -0.842 -1.473 -1.700
N -1.236 -0.976 -2.859
C -0.513 -1.129 -3.905
C 0.810 -1.715 -3.886
C 1.593 -1.840 -5.031
C 2.871 -2.359 -4.949
C 3.384 -2.753 -3.723
C 2.616 -2.630 -2.577
C 1.330 -2.123 -2.652
C 0.494 -1.972 -1.413
H 0.403 -2.931 -0.880
C 1.045 -0.935 -0.402
C 2.128 -1.401 0.557
O 2.210 -2.491 1.064
C 3.016 -0.239 0.766
C 3.999 -0.052 1.723
C 4.652 1.171 1.757
C 4.339 2.177 0.852
C 3.368 1.986 -0.121
C 2.708 0.771 -0.152
C 1.628 0.319 -1.050
O 1.304 0.808 -2.103
H 3.118 2.763 -0.827
H 4.861 3.121 0.905
H 5.417 1.346 2.500
H 4.234 -0.838 2.424
H 3.013 -2.939 -1.620
H 4.383 -3.159 -3.658
H 3.473 -2.454 -5.840
H 1.191 -1.520 -5.981
H -0.926 -0.757 -4.829
H -2.024 -0.040 -0.749
C -2.311 -1.945 0.194
O -2.046 -3.116 0.259
O -3.365 -1.338 0.713
C -4.363 -2.071 1.478
C -3.716 -2.692 2.714
H -4.480 -3.155 3.332
H -2.993 -3.450 2.424
H -3.209 -1.924 3.295
C -5.017 -3.135 0.599
H -5.418 -2.679 -0.303
H -5.828 -3.610 1.145
H -4.291 -3.892 0.316
C -5.378 -1.001 1.878
H -4.890 -0.225 2.462
H -6.172 -1.445 2.471
H -5.809 -0.545 0.991
H 0.538 0.237 2.888
H 0.943 2.508 3.666
H 2.064 4.564 3.597
H 1.203 6.117 3.454

Record 4
64
Properties=species:S:1:pos:R:3 method="wB97M-V/def2-TZVPD" homo_lumo_gap_ev=5.62 charge=-2 e_lumo_ev=3.940 max_force_ev_per_a=4.11 energy_ha=-2909.56528
Ir -0.270 0.794 0.476
C -3.448 -1.670 4.754
C -2.643 -0.690 5.321
C -1.595 -0.151 4.609
C -1.329 -0.579 3.292
C -2.184 -1.531 2.720
C -3.210 -2.083 3.449
N -0.235 -0.139 2.612
N 0.806 0.227 3.310
C 1.741 0.930 2.671
C 2.906 1.292 3.378
C 3.846 2.111 2.805
C 3.619 2.608 1.530
C 2.478 2.235 0.824
C 1.531 1.349 1.313
H -4.254 -2.113 5.325
H -2.841 -0.350 6.332
H -0.960 0.614 5.035
H -1.991 -1.867 1.713
H -3.820 -2.853 2.994
H 3.016 0.922 4.386
H 4.743 2.382 3.350
H 4.323 3.291 1.072
H 2.332 2.709 -0.136
O -2.242 0.775 -0.404
S -2.768 1.859 0.448
O -3.264 1.390 1.726
O -3.702 2.704 -0.276
S -1.137 3.039 0.898
O -0.613 -1.435 -0.191
N -1.434 -1.588 -1.149
C -2.541 -2.310 -1.104
C -3.356 -2.355 -2.245
N -4.057 -2.468 -3.154
C -2.990 -3.169 -0.086
N -3.344 -3.960 0.678
C 3.573 -0.720 -2.186
Si 1.821 -1.097 -1.449
C 1.131 -2.454 -2.624
C 2.237 -1.910 0.238
C 0.951 0.599 -1.388
Si -0.075 1.257 -2.847
C 1.301 1.839 -4.080
C -1.106 2.830 -2.515
C -1.133 0.033 -3.858
H 4.195 -1.608 -2.259
H 4.089 -0.007 -1.552
H 3.500 -0.289 -3.179
H 1.558 -3.427 -2.390
H 1.353 -2.231 -3.664
H 0.056 -2.534 -2.530
H 3.092 -2.582 0.188
H 1.389 -2.469 0.614
H 2.452 -1.141 0.972
H 1.769 1.315 -1.310
H 1.911 2.618 -3.637
H 0.896 2.236 -5.006
H 1.958 1.016 -4.328
H -0.546 3.553 -1.928
H -2.004 2.590 -1.956
H -1.423 3.315 -3.436
H -0.530 -0.759 -4.290
H -1.662 0.529 -4.669
H -1.867 -0.424 -3.207